130
Properties=species:S:1:pos:R:3 method="wB97M-V/def2-TZVPD" smiles="O=C1C=C(O)C(=O)C=C1O.O=C1C=C(O)C(=O)C=C1O.O=C1C=C(O)C(=O)C=C1O.O=C1C=C(O)C(=O)C=C1O.O=C1C=C(O)C(=O)C=C1O.ClC(Cl)Cl.ClC(Cl)Cl.ClC(Cl)Cl.CCOCC.CCOCC.CCOCC" spin_multiplicity=1 lumo_energy_ha=-0.06251
O -36.742 -1.250 -14.943
C -36.723 -2.122 -14.090
C -36.593 -3.533 -14.376
C -36.489 -4.415 -13.391
O -36.394 -5.697 -13.669
C -36.469 -4.034 -11.931
O -36.148 -4.823 -11.104
C -36.720 -2.631 -11.659
C -36.822 -1.740 -12.640
O -37.021 -0.452 -12.390
H -36.572 -3.897 -15.395
H -36.226 -6.209 -12.851
H -36.941 -2.301 -10.652
H -37.162 0.007 -13.242
O -36.512 -5.634 -18.165
C -35.629 -5.967 -17.397
C -35.597 -7.322 -16.886
C -34.613 -7.714 -16.102
O -34.560 -8.965 -15.681
C -33.491 -6.824 -15.616
O -32.691 -7.246 -14.821
C -33.599 -5.437 -16.055
C -34.524 -5.027 -16.933
O -34.596 -3.754 -17.325
H -36.362 -7.986 -17.256
H -33.904 -8.995 -14.952
H -32.895 -4.707 -15.670
H -35.434 -3.642 -17.842
O -39.188 -7.232 -18.338
C -40.190 -6.734 -17.887
C -41.491 -7.408 -17.905
C -42.569 -6.835 -17.382
O -43.710 -7.512 -17.264
C -42.569 -5.453 -16.800
O -43.539 -4.940 -16.356
C -41.266 -4.774 -16.815
C -40.182 -5.345 -17.320
O -39.045 -4.648 -17.434
H -41.615 -8.378 -18.369
H -44.465 -6.905 -17.307
H -41.259 -3.711 -16.603
H -38.349 -5.189 -17.903
O -36.044 -14.622 -13.999
C -35.390 -13.826 -13.385
C -35.334 -12.399 -13.684
C -34.650 -11.569 -12.911
O -34.668 -10.261 -13.143
C -33.894 -12.012 -11.696
O -33.328 -11.213 -10.988
C -33.885 -13.443 -11.424
C -34.557 -14.294 -12.220
O -34.463 -15.631 -12.100
H -35.872 -12.022 -14.545
H -34.285 -9.818 -12.345
H -33.268 -13.867 -10.643
H -35.143 -16.037 -12.674
O -37.560 -2.433 -19.046
C -38.029 -1.322 -19.091
C -37.342 -0.201 -19.715
C -37.961 0.975 -19.848
O -37.421 1.986 -20.493
C -39.313 1.266 -19.239
O -39.800 2.357 -19.374
C -39.927 0.168 -18.521
C -39.355 -1.038 -18.457
O -39.897 -2.014 -17.777
H -36.415 -0.406 -20.237
H -38.004 2.763 -20.400
H -40.848 0.276 -17.959
H -39.311 -2.809 -17.670
Cl -31.895 -1.570 -15.482
C -33.383 -0.639 -15.273
Cl -33.262 0.883 -16.158
Cl -33.675 -0.310 -13.568
H -34.181 -1.241 -15.690
Cl -38.569 -9.421 -12.678
C -38.072 -9.546 -14.357
Cl -38.150 -7.939 -15.090
Cl -39.041 -10.696 -15.259
H -37.029 -9.832 -14.396
Cl -32.891 -4.198 -12.959
C -32.037 -3.162 -11.804
Cl -30.602 -3.999 -11.220
Cl -33.114 -2.713 -10.494
H -31.721 -2.264 -12.313
C -36.916 -6.242 -21.205
C -37.030 -7.725 -20.929
O -37.865 -8.351 -21.884
C -38.278 -9.654 -21.504
C -39.303 -10.132 -22.514
H -36.755 -6.060 -22.267
H -37.804 -5.672 -20.925
H -36.103 -5.906 -20.564
H -36.011 -8.153 -20.932
H -37.425 -7.875 -19.914
H -37.407 -10.315 -21.431
H -38.811 -9.573 -20.544
H -38.887 -10.113 -23.526
H -40.195 -9.518 -22.484
H -39.460 -11.201 -22.341
C -35.898 -9.211 -9.875
C -35.624 -7.898 -10.635
O -34.465 -7.953 -11.447
C -33.286 -7.849 -10.664
C -32.082 -7.795 -11.577
H -34.971 -9.673 -9.534
H -36.483 -9.033 -8.966
H -36.506 -9.910 -10.452
H -36.478 -7.798 -11.305
H -35.614 -7.099 -9.892
H -33.314 -6.924 -10.070
H -33.111 -8.671 -9.957
H -32.186 -6.886 -12.165
H -31.927 -8.667 -12.213
H -31.151 -7.700 -11.013
C -37.946 -13.443 -18.769
C -37.400 -12.135 -18.269
O -35.985 -12.153 -18.338
C -35.425 -10.873 -18.535
C -33.924 -10.961 -18.418
H -39.011 -13.537 -18.551
H -37.815 -13.535 -19.847
H -37.429 -14.249 -18.248
H -37.800 -11.293 -18.851
H -37.715 -12.004 -17.225
H -35.733 -10.480 -19.515
H -35.806 -10.167 -17.783
H -33.401 -11.319 -19.304
H -33.657 -11.584 -17.563
H -33.502 -9.968 -18.227



115
Properties=species:S:1:pos:R:3 method="wB97M-V/def2-TZVPD" total_charge=+4 spin_multiplicity=1 lumo_energy_ha=-0.44194
Ta 0.048 -0.336 -0.234
C -0.434 -3.413 -1.706
C 0.495 -2.817 -2.772
C -0.136 -1.659 -3.444
C -0.570 -1.720 -4.758
C -1.127 -0.600 -5.346
C -1.219 0.564 -4.593
C -0.772 0.547 -3.295
N -0.247 -0.545 -2.695
N 0.149 -3.176 -0.368
C -0.699 -3.757 0.670
C -1.888 -2.947 1.024
C -3.010 -3.563 1.558
C -4.027 -2.783 2.074
C -3.876 -1.402 2.068
C -2.731 -0.870 1.527
N -1.753 -1.622 0.985
C 1.465 -3.810 -0.290
C 2.543 -2.840 0.048
C 3.851 -3.308 0.159
C 4.849 -2.450 0.564
C 4.504 -1.142 0.892
C 3.200 -0.750 0.731
N 2.221 -1.567 0.282
H -0.571 -4.484 -1.880
H -1.423 -2.954 -1.733
H 0.782 -3.566 -3.508
H 1.413 -2.461 -2.297
H -0.466 -2.644 -5.312
H -1.470 -0.627 -6.372
H -1.634 1.471 -5.013
H -0.822 1.440 -2.697
H -0.104 -3.814 1.582
H -0.992 -4.778 0.406
H -3.064 -4.644 1.596
H -4.908 -3.243 2.504
H -4.634 -0.752 2.484
H -2.556 0.198 1.547
H 1.715 -4.340 -1.210
H 1.466 -4.577 0.487
H 4.068 -4.344 -0.070
H 5.873 -2.793 0.641
H 5.243 -0.449 1.272
H 2.891 0.246 1.003
N -4.138 1.673 -0.995
C -5.184 0.715 -0.836
C -6.462 1.138 -0.518
C -7.465 0.195 -0.335
C -7.177 -1.158 -0.437
C -5.885 -1.576 -0.736
C -4.899 -0.629 -0.958
S -3.289 -1.115 -1.488
N -2.297 0.221 -1.004
C -2.831 1.400 -0.946
C -1.906 2.547 -0.841
C -2.253 3.823 -1.254
C -1.333 4.851 -1.112
C -0.098 4.561 -0.557
C 0.179 3.249 -0.219
N -0.696 2.246 -0.373
H -4.424 2.638 -0.932
H -6.681 2.197 -0.431
H -8.473 0.523 -0.118
H -7.960 -1.893 -0.308
H -5.658 -2.631 -0.828
H -3.208 4.029 -1.718
H -1.582 5.858 -1.422
H 0.645 5.333 -0.403
H 1.127 2.993 0.228
C 3.738 -0.212 -3.837
C 3.985 0.266 -2.409
Sb 2.325 1.250 -1.503
C 1.698 2.520 -3.111
C 2.723 3.573 -3.537
C 3.426 2.353 -0.010
C 3.873 3.762 -0.392
H 4.686 -0.513 -4.283
H 3.332 0.574 -4.474
H 3.070 -1.074 -3.876
H 4.758 1.037 -2.376
H 4.287 -0.545 -1.751
H 0.756 2.981 -2.820
H 1.501 1.820 -3.923
H 2.837 4.360 -2.799
H 2.382 4.039 -4.462
H 3.704 3.141 -3.742
H 4.296 1.718 0.163
H 2.822 2.364 0.900
H 4.470 3.771 -1.301
H 4.503 4.159 0.405
H 3.034 4.448 -0.515
N 0.363 0.109 1.507
C 0.562 0.230 2.838
C 0.141 1.342 3.603
C -0.425 2.480 2.980
C -0.834 3.552 3.729
C -0.696 3.517 5.124
C -0.179 2.392 5.762
C 0.235 1.309 5.018
C 1.254 -0.895 3.498
C 2.482 -0.687 4.132
C 3.063 -1.717 4.855
C 2.416 -2.943 4.967
C 1.201 -3.152 4.323
C 0.624 -2.135 3.579
H -0.530 2.487 1.908
H -1.262 4.425 3.255
H -1.002 4.373 5.714
H -0.107 2.364 6.841
H 0.615 0.431 5.521
H 2.979 0.273 4.052
H 4.008 -1.556 5.358
H 2.854 -3.732 5.564
H 0.691 -4.101 4.429
H -0.350 -2.266 3.125



40
Properties=species:S:1:pos:R:3 method="wB97M-V/def2-TZVPD" total_charge=+1 de_lowest_kj_mol=393.2 spin_multiplicity=1 lumo_energy_ha=-0.10552
N 1.575 0.856 -0.053
C 0.899 -0.349 0.728
C 1.273 -0.005 2.239
O 2.585 0.317 2.240
C -0.510 -0.186 0.452
N -1.401 -1.014 1.142
C -1.135 -2.130 2.051
O -1.061 0.653 -0.202
H 4.006 -1.200 -1.382
H 1.842 0.702 -1.039
H 2.420 1.046 0.291
H 1.305 -1.225 0.343
H 0.492 0.801 2.591
H 1.250 -0.902 2.790
H 2.969 -0.519 2.036
H -2.343 -0.775 1.020
H -1.553 -3.095 1.578
H -1.864 -1.879 3.006
H -0.144 -2.265 2.488
H 2.605 -0.883 -2.380
H 1.023 1.700 0.097
O 3.414 -0.583 -1.912
H -0.386 1.668 -2.335
H 0.699 1.962 -3.371
O 0.397 1.254 -2.820
H -0.359 3.362 0.764
H -0.738 2.441 -0.450
O 0.051 2.916 -0.027
H 2.479 -4.194 0.949
H 2.520 -3.632 -0.411
O 2.181 -3.481 0.440
H -1.461 -0.209 -3.625
H -1.841 0.495 -2.424
O -2.230 -0.100 -2.992
H -2.974 -1.302 -1.302
H -4.614 -1.314 -0.883
O -3.652 -1.134 -0.595
H -2.577 3.555 0.542
H -2.564 2.111 0.190
O -2.258 2.742 0.928



Number 1: energy -7618.69528 Eh, molecular weight 1280.97 g/mol, HOMO energy -9.503 eV. Number 2: energy -3069.93800 Eh, molecular weight 1101.81 g/mol, HOMO energy -17.144 eV. Number 3: energy -953.76983 Eh, molecular weight 245.25 g/mol, HOMO energy -12.795 eV.